Computed, not measured: a 22-piece molecular cluster, C44H132O44 overall in a non-equilibrium geometry, with the ωB97M-V functional and the def2-TZVPD basis.

Its multiplicity is 1. Its molecular weight is 1365.50 g/mol. The total energy is -5065.756898 a.u. Its charge is 0. For the gap between HOMO and LUMO, the calculation gives 9.615 eV. The highest occupied orbital energy is -9.4 eV. Its energy above the lowest of the compared OMol25 structures with the same formula, charge and spin is 398.03 kJ/mol. Its LUMO energy is 0.17 eV.

Each line ends with the Mulliken charge.
Cartesian coordinates (Å):
C (-2.95933, -2.46184, -1.78590)  0.345
C (-4.06563, -3.25428, -2.57701)  -1.040
O (-5.26174, -2.52122, -2.42297)  -0.617
O (-2.42848, -1.44350, -2.62315)  1.238
H (-2.14064, -3.13144, -1.52231)  -0.212
H (-3.46529, -2.13985, -0.87572)  -0.019
H (-4.09057, -4.19941, -2.03461)  0.373
H (-3.79917, -3.46933, -3.61183)  0.336
H (-5.70442, -2.47771, -3.27370)  0.346
H (-3.08195, -0.74027, -2.61604)  -0.784
C (-0.77452, 2.47552, -6.24543)  0.293
C (-2.24310, 2.90717, -6.03953)  -0.011
O (-3.05955, 2.65041, -7.21063)  -0.506
O (-0.05272, 3.27580, -7.14510)  -0.630
H (-0.78630, 1.46756, -6.66012)  0.141
H (-0.24749, 2.48222, -5.29134)  -0.139
H (-2.09666, 3.96037, -5.79990)  0.239
H (-2.75438, 2.29944, -5.29296)  -0.076
H (-2.67126, 3.15099, -7.93192)  0.311
H (0.50080, 3.86365, -6.62582)  0.384
C (4.93027, -3.48047, 5.78913)  -0.531
C (3.52744, -3.17676, 6.33404)  0.110
O (3.57332, -2.17085, 7.31375)  -0.614
O (5.08578, -2.47142, 4.77486)  -0.140
H (4.88364, -4.33009, 5.10791)  0.343
H (5.67285, -3.55882, 6.58319)  0.316
H (3.21438, -4.12093, 6.77972)  0.490
H (2.74564, -2.94342, 5.61124)  -0.343
H (3.73861, -1.35857, 6.82952)  0.391
H (6.01572, -2.47364, 4.53648)  0.146
C (5.64165, -4.05031, 1.24805)  -0.696
C (5.54489, -2.51510, 1.57247)  0.486
O (6.07322, -1.74623, 0.49497)  -0.686
O (4.48701, -4.38381, 0.49645)  -0.445
H (5.60027, -4.66719, 2.14574)  0.239
H (6.52065, -4.23695, 0.63111)  0.354
H (6.23233, -2.37472, 2.40663)  0.212
H (4.56989, -2.15581, 1.90168)  -0.055
H (5.33093, -1.31579, 0.06447)  0.345
H (4.63686, -4.40105, -0.45163)  0.221
C (-1.35113, -1.70203, 3.46233)  -0.201
C (-2.63570, -1.40787, 2.70396)  -1.042
O (-2.66636, -0.21102, 1.95327)  1.337
O (-0.43671, -2.07458, 2.48046)  0.809
H (-1.60064, -2.61634, 4.00074)  0.569
H (-1.09770, -0.98805, 4.24598)  0.021
H (-3.49937, -1.45211, 3.36744)  0.514
H (-2.84704, -2.23793, 2.02983)  0.127
H (-2.52309, -0.38171, 1.01950)  -0.826
H (-0.28909, -1.37511, 1.83971)  -1.057
C (-0.10390, 3.23297, 4.33611)  0.345
C (-1.26766, 2.35491, 4.80525)  0.250
O (-0.91995, 1.70140, 6.04884)  -0.512
O (0.04746, 4.42215, 5.13943)  -0.606
H (-0.26088, 3.58502, 3.31654)  0.102
H (0.82724, 2.68849, 4.17917)  -0.469
H (-1.25750, 1.56856, 4.05049)  -0.560
H (-2.21301, 2.89529, 4.85423)  0.643
H (-1.71913, 1.25978, 6.34531)  0.317
H (-0.42402, 4.27639, 5.96288)  0.378
C (-4.63175, 1.40074, -2.24455)  0.102
C (-5.77600, 0.86581, -1.35961)  -0.879
O (-5.29482, -0.28114, -0.59795)  -0.212
O (-4.32472, 0.44695, -3.23770)  -0.486
H (-3.70918, 1.53162, -1.67902)  -0.415
H (-4.96240, 2.34778, -2.67104)  0.638
H (-6.51914, 0.50128, -2.06881)  0.519
H (-6.18508, 1.59403, -0.65929)  0.421
H (-5.02358, -0.91660, -1.26444)  -0.057
H (-4.93797, 0.52360, -3.97231)  0.044
C (-5.44557, 2.81295, 2.20695)  -0.309
C (-4.14385, 3.06874, 1.40961)  0.394
O (-2.93913, 2.70070, 2.00074)  -0.088
O (-5.47763, 3.46120, 3.47651)  -0.583
H (-5.59859, 1.75825, 2.43563)  -0.125
H (-6.32580, 3.12491, 1.64484)  0.456
H (-4.00825, 4.12673, 1.18516)  0.649
H (-4.27545, 2.52214, 0.47579)  -0.897
H (-2.96076, 1.77525, 2.25504)  -0.032
H (-5.05118, 4.30162, 3.29363)  0.336
C (-1.26726, 3.79385, -2.51942)  -0.184
C (-1.56336, 4.30139, -1.05402)  0.930
O (-2.10413, 5.63268, -1.03244)  -0.701
O (-0.23698, 4.57801, -3.10045)  -0.500
H (-2.21075, 3.97812, -3.03320)  0.513
H (-1.03226, 2.73165, -2.45156)  -0.229
H (-0.71601, 4.19139, -0.37726)  0.332
H (-2.31588, 3.60867, -0.67726)  -0.834
H (-1.29229, 6.14501, -1.02714)  0.406
H (-0.58215, 5.41320, -3.42434)  0.305
C (2.98236, -1.80714, -1.07898)  2.669
C (3.34427, -1.80531, -2.60777)  -0.609
O (3.13367, -3.08895, -3.13226)  -0.607
O (3.50595, -0.61987, -0.45598)  -0.758
H (3.20722, -2.72704, -0.53923)  -0.319
H (1.92805, -1.72103, -0.81610)  -1.251
H (4.35624, -1.52673, -2.90175)  0.435
H (2.67997, -1.08883, -3.09095)  -0.028
H (3.47258, -3.10293, -4.03034)  0.336
H (2.90840, -0.28696, 0.21760)  -0.027
C (-8.20751, -1.91419, 2.74341)  -0.911
C (-7.39509, -0.87912, 1.98155)  -0.046
O (-6.03835, -1.14650, 1.91382)  -0.287
O (-8.17450, -1.85962, 4.13361)  -0.514
H (-7.84686, -2.88152, 2.39369)  0.406
H (-9.27325, -1.92905, 2.51522)  0.332
H (-7.49320, 0.05712, 2.53102)  0.252
H (-7.86403, -0.73688, 1.00792)  0.302
H (-5.82657, -0.74569, 1.06759)  0.275
H (-7.93777, -2.76186, 4.36056)  0.343
C (-5.30688, 0.05705, -6.58335)  -0.828
C (-3.96269, -0.65358, -6.43651)  0.900
O (-3.84573, -1.98936, -6.72903)  -0.705
O (-6.02328, 0.11929, -5.38928)  -0.538
H (-5.97166, -0.53192, -7.21525)  0.395
H (-5.19211, 1.05460, -7.00740)  0.311
H (-3.64865, -0.45387, -5.41201)  -0.544
H (-3.20733, -0.19937, -7.07779)  0.229
H (-3.07048, -2.36936, -6.30928)  0.378
H (-6.89948, 0.40709, -5.65581)  0.280
C (0.31978, 1.05627, 0.78418)  -0.698
C (-0.33770, 0.50942, -0.48409)  0.830
O (-1.01343, -0.62574, -0.26433)  1.468
O (1.44979, 0.27628, 1.20240)  2.525
H (-0.28466, 1.06233, 1.69122)  -0.672
H (0.61163, 2.10259, 0.69407)  0.584
H (0.28616, 0.28620, -1.34958)  0.154
H (-1.06873, 1.25268, -0.80231)  -1.044
H (-1.53157, -0.88336, -1.03033)  -0.895
H (1.78191, 0.42933, 2.09003)  -1.128
C (-0.47318, -2.32902, -6.12817)  -0.825
C (0.32986, -1.76931, -5.03203)  0.436
O (-0.26421, -0.62235, -4.33630)  0.264
O (-1.59146, -3.11761, -5.64537)  -0.530
H (0.13286, -2.85866, -6.86322)  0.365
H (-0.95186, -1.51833, -6.67748)  0.191
H (1.29707, -1.51441, -5.46519)  0.338
H (0.46508, -2.61185, -4.35384)  -0.291
H (-1.02053, -0.93520, -3.83460)  -0.211
H (-1.23824, -3.83510, -5.11429)  0.288
C (1.29466, 7.30680, -1.32056)  0.048
C (1.26308, 8.76122, -1.79984)  -0.540
O (0.23294, 9.00228, -2.77851)  -0.512
O (0.29675, 6.97678, -0.37262)  -0.509
H (2.31000, 7.22175, -0.93332)  0.310
H (1.18060, 6.60081, -2.14316)  -0.039
H (2.22402, 9.04536, -2.22875)  0.393
H (1.02296, 9.42942, -0.97282)  0.298
H (0.35134, 9.92346, -3.02140)  0.299
H (0.39710, 7.40539, 0.48051)  0.246
C (2.28399, 2.20518, -2.86951)  -0.162
C (2.75497, 2.83289, -1.49693)  -0.166
O (1.69159, 3.44400, -0.89516)  0.384
O (2.22209, 3.17107, -3.95709)  -0.701
H (1.31340, 1.72759, -2.73550)  -0.093
H (3.03036, 1.45356, -3.12663)  0.361
H (3.53885, 3.56486, -1.69147)  0.403
H (3.22135, 2.08946, -0.85048)  0.041
H (1.34120, 4.08313, -1.51993)  -0.321
H (1.51882, 3.78975, -3.74678)  0.296
C (0.82597, -4.77859, 3.69977)  0.223
C (2.08977, -5.38135, 2.96095)  0.844
O (2.15053, -6.80158, 3.12114)  -0.600
O (-0.36058, -4.96615, 2.94479)  -0.641
H (0.83827, -3.69249, 3.79106)  -0.422
H (0.78561, -5.17473, 4.71443)  0.399
H (2.98650, -4.86672, 3.30610)  -0.155
H (1.92034, -5.10275, 1.92086)  -0.343
H (1.36864, -7.20761, 2.73983)  0.338
H (-0.50805, -4.08728, 2.58780)  0.129
C (7.56325, 3.21416, 3.60336)  -0.666
C (6.87056, 2.01524, 4.21985)  0.665
O (7.82045, 0.95469, 4.19696)  -0.576
O (8.31815, 3.93316, 4.59516)  -0.555
H (6.84551, 3.94802, 3.23677)  0.137
H (8.08560, 2.94227, 2.68612)  0.487
H (6.06504, 1.66354, 3.57522)  -0.337
H (6.41916, 2.17364, 5.19927)  0.242
H (8.45833, 1.03791, 3.48437)  0.318
H (9.11406, 3.41408, 4.73180)  0.319
C (2.52938, 0.92419, 6.14809)  -0.775
C (1.97599, 0.00218, 4.97826)  1.118
O (2.86862, 0.10913, 3.90723)  0.231
O (3.82981, 0.52811, 6.62932)  -0.628
H (1.90685, 0.84263, 7.03910)  0.561
H (2.46392, 1.97991, 5.88486)  0.324
H (0.97047, 0.20619, 4.61027)  -0.827
H (1.88566, -0.99576, 5.40728)  -0.231
H (3.64268, -0.36524, 4.21935)  -0.209
H (3.89483, 0.93912, 7.49445)  0.317
C (0.61266, -5.89223, -4.36738)  0.110
C (0.47199, -7.43527, -4.37595)  -0.834
O (-0.13200, -8.06631, -3.24174)  -0.521
O (-0.67773, -5.29008, -4.17820)  -0.490
H (0.97987, -5.55573, -5.33693)  0.403
H (1.41921, -5.66492, -3.67031)  -0.010
H (1.45218, -7.87964, -4.54880)  0.392
H (0.00277, -7.85039, -5.26792)  0.362
H (0.41492, -7.89291, -2.47206)  0.307
H (-0.83973, -5.26729, -3.23224)  0.111
C (3.62711, 3.45456, 2.16395)  0.322
C (2.95810, 4.84961, 2.29892)  0.036
O (3.94403, 5.77926, 2.85955)  -0.691
O (3.88776, 2.89230, 3.40654)  -0.331
H (4.62766, 3.58552, 1.75181)  0.413
H (3.16827, 2.70253, 1.52207)  -0.315
H (2.18808, 4.92099, 3.06709)  0.246
H (2.62839, 5.19061, 1.31754)  -0.151
H (4.30983, 5.40102, 3.66249)  0.337
H (3.79736, 1.94596, 3.27288)  -0.086
C (0.51888, -3.84765, -0.63247)  1.630
C (-0.67542, -4.73770, -0.17010)  -1.736
O (-1.41473, -5.41205, -1.23467)  -0.479
O (1.35740, -4.64371, -1.43932)  -0.676
H (0.92816, -3.40256, 0.27444)  0.014
H (0.06850, -3.08220, -1.26440)  -0.234
H (-1.36745, -4.17633, 0.45766)  0.267
H (-0.18474, -5.54220, 0.37771)  0.657
H (-1.96671, -6.09334, -0.84382)  0.295
H (1.85444, -3.99599, -1.94430)  0.140

Computed, not measured: C44H28Cl3GeN4Ni as an isolated structure, with the ωB97M-V functional and the def2-TZVPD basis.

Its multiplicity is 4. Its molecular weight is 850.40 g/mol. As for the expectation value of S²: 3.89. The total energy is -6878.477495 a.u. Its charge is 0. For the gap between HOMO and LUMO (alpha / beta), the calculation gives 4.854 / 4.801 eV. The highest occupied orbital energy (alpha / beta) is -6.0 / -7.6 eV. Its LUMO energy (alpha / beta) is -1.18 / -2.76 eV.

Each line ends with the Löwdin spin population.
Cartesian coordinates (Å):
Ni (0.15887, 0.04470, 0.07320)  0.406
C (1.17628, 7.51411, 0.27261)  0.001
C (0.49902, 6.99520, 1.36695)  0.001
C (0.22340, 5.63818, 1.43389)  0.003
C (0.61636, 4.79314, 0.39983)  0.009
C (1.28139, 5.31841, -0.70465)  0.004
C (1.56472, 6.67444, -0.76148)  0.001
C (0.34036, 3.33926, 0.45201)  0.085
C (1.03501, 2.54137, 1.35173)  0.049
C (1.82909, 2.98829, 2.43287)  0.055
C (2.06758, 1.89328, 3.22525)  0.050
C (1.45616, 0.78653, 2.58746)  0.101
C (1.52086, -0.60173, 2.99617)  0.387
C (1.29497, -1.03384, 4.33359)  0.031
C (0.92186, -0.11891, 5.34973)  0.105
C (0.66989, -0.54259, 6.63640)  -0.008
C (0.76459, -1.88943, 6.97217)  0.127
C (1.09623, -2.81350, 5.98641)  -0.008
C (1.34908, -2.40318, 4.69514)  0.105
C (1.82250, -1.51060, 1.90493)  0.092
N (1.22874, -1.39904, 0.70569)  0.053
C (1.72291, -2.42793, -0.08394)  0.047
C (1.08253, -2.89057, -1.23027)  0.086
C (1.57682, -4.13690, -1.86189)  0.008
C (2.84951, -4.18962, -2.42580)  0.005
C (3.29286, -5.34959, -3.04245)  0.000
C (2.48633, -6.47698, -3.07602)  0.003
C (1.23742, -6.44645, -2.47321)  0.000
C (0.78275, -5.28378, -1.87273)  0.005
C (-0.10493, -2.30778, -1.68624)  0.045
C (-0.99446, -2.85357, -2.65271)  -0.031
C (-2.08731, -2.04208, -2.69717)  0.031
C (-1.83743, -0.95676, -1.80382)  -0.025
N (-0.63634, -1.13449, -1.19095)  0.087
C (-2.62270, 0.21057, -1.74392)  0.229
C (-2.10975, 1.40361, -1.21562)  -0.029
C (-2.63015, 2.71429, -1.43691)  0.037
C (-1.71556, 3.59068, -0.93583)  -0.036
C (-0.68609, 2.81787, -0.33498)  0.050
N (-0.95246, 1.48220, -0.50436)  0.084
C (-3.96104, 0.16972, -2.37183)  0.024
C (-4.28988, 0.94968, -3.47825)  0.015
C (-5.55033, 0.85762, -4.04911)  -0.001
C (-6.49669, -0.00645, -3.51831)  0.011
C (-6.17760, -0.78728, -2.41659)  -0.001
C (-4.91613, -0.70552, -1.85023)  0.017
C (2.70385, -3.13743, 0.64645)  0.048
C (2.76842, -2.56177, 1.89090)  0.047
N (0.86286, 1.17167, 1.44687)  0.049
H (1.40206, 8.57167, 0.22770)  0.000
H (0.18109, 7.64834, 2.16953)  0.000
H (-0.31003, 5.22740, 2.28278)  0.000
H (1.58290, 4.65691, -1.50831)  0.001
H (2.08939, 7.07631, -1.61851)  0.000
H (2.14295, 4.00636, 2.59537)  0.002
H (2.65080, 1.84798, 4.12997)  0.001
H (0.80965, 0.92733, 5.10659)  0.006
H (0.38649, 0.18184, 7.38941)  -0.003
H (0.56452, -2.21566, 7.98423)  0.008
H (1.15033, -3.86702, 6.22933)  -0.003
H (1.57168, -3.14225, 3.94062)  0.006
H (3.48247, -3.31551, -2.39141)  0.000
H (4.27265, -5.36620, -3.50205)  0.000
H (2.83290, -7.37846, -3.56469)  0.000
H (0.61630, -7.33314, -2.46694)  0.000
H (-0.18525, -5.25945, -1.38761)  0.000
H (-0.82186, -3.74995, -3.22344)  -0.002
H (-2.96229, -2.14380, -3.31683)  0.002
H (-3.56065, 2.94373, -1.92730)  0.003
H (-1.75102, 4.66830, -0.93670)  -0.003
H (-3.53995, 1.60244, -3.90758)  0.000
H (-5.79131, 1.45301, -4.92044)  0.000
H (-7.47998, -0.07261, -3.96584)  0.001
H (-6.91194, -1.46255, -1.99601)  0.000
H (-4.65666, -1.31584, -0.99412)  0.000
H (3.25894, -3.98817, 0.28552)  0.002
H (3.41463, -2.83354, 2.70896)  0.001
Cl (0.81657, 2.21461, -3.16116)  0.081
Ge (1.83966, 0.84678, -1.75625)  0.237
Cl (2.88975, -0.41065, -3.24000)  0.104
Cl (3.50079, 2.09470, -1.00577)  0.100